No. 1
This record from the OMol25 dataset describes a single C15H18N2O3S molecule. The level of theory is the ωB97M-V functional and the def2-TZVPD basis.

```
! wB97M-V def2-TZVPD RIJCOSX def2/J DEFGRID3
* xyz 0 1
C 5.4835 -3.6617 -0.7421
C 4.3681 -4.6637 -1.0261
O 3.2847 -4.0884 -1.7291
C 2.3897 -3.3019 -1.0769
C 1.4096 -2.7162 -1.8836
C 0.4347 -1.9150 -1.3339
C 0.4046 -1.6681 0.0363
C 1.3779 -2.2477 0.8325
C 2.3623 -3.0588 0.2921
H 3.0953 -3.4928 0.9535
H 1.3746 -2.0689 1.8983
C -0.6542 -0.7708 0.6142
N -0.5499 0.5478 0.0248
C -1.3515 1.6005 0.3420
C -2.5052 1.4517 1.1262
C -3.3122 2.5394 1.3891
C -2.9826 3.7813 0.8832
C -1.8484 3.9550 0.1106
C -1.0373 2.8760 -0.1573
H -0.1460 2.9991 -0.7554
H -1.6150 4.9424 -0.2537
S -4.0424 5.1619 1.1954
O -4.8288 4.9221 2.3730
O -3.3009 6.3868 1.0869
N -5.0847 5.0844 -0.1377
H -6.0325 4.9063 0.1528
H -5.0274 5.9236 -0.6916
H -4.1958 2.4476 2.0000
H -2.7640 0.4864 1.5295
H 0.3336 0.7635 -0.4096
H -0.5494 -0.7213 1.7074
H -1.6462 -1.1804 0.3849
H -0.3171 -1.4708 -1.9694
H 1.4374 -2.9143 -2.9433
H 4.7365 -5.4474 -1.6939
H 4.0215 -5.1372 -0.0994
H 6.3126 -4.1652 -0.2527
H 5.8342 -3.2285 -1.6754
H 5.1309 -2.8568 -0.1018
*
```

Results
Structure (SMILES) = CCOc1ccc(CNc2ccc(S(N)(=O)=O)cc2)cc1
LUMO = 0.7 eV
Energy = -35804.7465 eV
ΔE to the lowest compared entry with this formula, charge and spin = 45.8 kcal/mol
F_max = 0.0154 hartree/bohr

***

No. 2
This record from the OMol25 dataset describes a single C15H18N2O5S molecule. The level of theory is the ωB97M-V functional and the def2-TZVPD basis.

```
! wB97M-V def2-TZVPD RIJCOSX def2/J DEFGRID3
* xyz 0 1
C -5.7167 4.1541 0.9398
C -4.5794 3.2913 0.4910
C -3.7847 3.6737 -0.5859
C -2.7454 2.8683 -1.0170
C -2.5069 1.6749 -0.3657
C -3.2800 1.2708 0.7040
C -4.3167 2.0817 1.1289
H -4.9303 1.7764 1.9635
H -3.0654 0.3278 1.1798
S -1.1498 0.6525 -0.8835
O -0.6690 1.0796 -2.1596
O -1.4847 -0.7373 -0.6972
N -0.0270 1.0160 0.3750
N 0.7765 -0.0860 0.7152
C 2.0585 -0.1450 0.2472
O 2.5953 0.8290 -0.2361
C 2.7370 -1.4842 0.4677
C 4.1903 -1.2883 0.8996
C 4.9707 -2.5611 0.8044
C 4.5543 -3.6295 0.1458
C 3.2592 -3.6831 -0.6046
H 3.4049 -4.1941 -1.5589
C 2.7172 -2.2716 -0.8565
C 1.3216 -2.3408 -1.4419
O 1.0513 -2.1321 -2.5909
O 0.4024 -2.6768 -0.5247
H -0.4954 -2.5254 -0.8780
H 3.3534 -1.7619 -1.5854
H 2.5263 -4.2606 -0.0317
H 5.1497 -4.5309 0.1232
H 5.9232 -2.5676 1.3149
H 4.2216 -0.9134 1.9257
H 4.6477 -0.5228 0.2649
H 2.1912 -2.0538 1.2237
H 0.2314 -0.9302 0.8414
H 0.6143 1.7463 0.0624
H -2.1211 3.1397 -1.8530
H -3.9829 4.6086 -1.0886
H -6.6250 3.8709 0.4076
H -5.5174 5.2015 0.7291
H -5.9005 4.0333 2.0043
*
```

Results
Structure (SMILES) = Cc1ccc(S(=O)(=O)NNC(=O)[C@@H]2CC=CC[C@H]2C(=O)O)cc1
LUMO = 0.5 eV
Energy = -39899.7295 eV
ΔE to the lowest compared entry with this formula, charge and spin = 43.9 kcal/mol
F_max = 0.0133 hartree/bohr

***

No. 3
This record from the OMol25 dataset describes a single C15H18N4O3 molecule. The level of theory is the ωB97M-V functional and the def2-TZVPD basis.

```
! wB97M-V def2-TZVPD RIJCOSX def2/J DEFGRID3
* xyz 0 1
C 0.6844 1.7356 -0.7139
C 1.6907 0.8825 -1.6423
C -0.4961 2.0697 -1.5164
C -1.6443 1.0377 -1.7042
C -2.8000 1.0688 -0.8427
C -1.5749 0.1098 -2.7376
C -3.5007 -0.1043 -0.8092
C -2.4364 -0.9525 -2.6867
C -3.3748 -1.1397 -1.6953
C 1.9085 -0.3259 0.4938
C 3.2739 -0.9292 0.9850
C 0.7736 -1.3581 0.4338
C 0.1908 -1.3634 1.7647
C 0.5737 -1.6724 3.0723
C -1.4636 -0.8568 3.0827
H 0.8640 3.5015 0.3672
H 1.6801 3.4780 -1.0509
H 0.6102 1.1136 0.1073
H -0.0612 2.3233 -2.4892
H -0.9966 3.0334 -1.1506
H -2.9067 2.0003 -0.2734
H -0.7873 0.2353 -3.4972
H -4.2561 -0.3406 0.1062
H -2.3960 -1.7031 -3.5483
H -3.8553 -2.1123 -1.7623
H 2.8478 -0.7757 -1.3869
H 1.8249 0.6129 1.0211
H 0.1299 -0.8214 -0.2399
H 1.0954 -2.3252 -0.0323
H 1.6127 -1.8921 3.3364
H -2.4761 -0.5185 3.4513
H -0.5804 -1.5083 4.8973
H 4.2124 -1.8031 2.4357
N 1.4521 2.9433 -0.2086
N 2.2900 -0.0775 -0.9310
N -1.1955 -0.8689 1.7356
N -0.4717 -1.3058 3.8851
O 2.1313 1.2540 -2.7677
O 3.9687 -1.4811 0.1933
O 3.4587 -1.1639 2.3177
*
```

Results
Structure (SMILES) = N[C@@H](Cc1ccccc1)C(=O)N[C@@H](Cc1c[nH]cn1)C(=O)O
LUMO = 0.4 eV
Energy = -27947.8426 eV
ΔE to the lowest compared entry with this formula, charge and spin = 82.0 kcal/mol
F_max = 0.1119 hartree/bohr

***

No. 4
This record from the OMol25 dataset describes a single C15H18N4O4 molecule. The level of theory is the ωB97M-V functional and the def2-TZVPD basis.

```
! wB97M-V def2-TZVPD RIJCOSX def2/J DEFGRID3
* xyz 0 1
C 0.8835 -1.7390 0.0783
C 0.5757 -0.2808 0.6475
C 2.3455 -2.2002 0.4459
C 3.3929 -1.1739 0.0789
C 4.7414 -1.2452 0.2500
C 4.2011 0.6527 -0.7580
C -0.4077 1.9149 -0.2182
C 0.6185 3.0742 -0.1391
C -1.5366 1.9978 0.8667
C -2.5848 0.9901 0.4204
C -3.6296 1.3794 -0.3976
C -2.5858 -0.2358 0.9860
C -4.6369 0.4775 -0.7300
C -3.5215 -1.2179 0.6616
C -4.5440 -0.8488 -0.2230
H 0.1652 -2.6706 -1.8408
H 1.4500 -1.5887 -1.8930
H 0.2225 -2.4216 0.6330
H 2.3421 -2.2961 1.5851
H 2.5212 -3.2113 0.0614
H 5.4903 -1.9000 0.7185
H 4.2890 1.7072 -1.0199
H 6.1911 0.1450 -0.3021
H -0.2320 0.1240 -1.1636
H -0.9274 2.1153 -1.1886
H -1.2197 1.6789 1.8274
H -1.9569 2.9477 0.9823
H -3.6732 2.4095 -0.8692
H -1.9303 -0.4511 1.7554
H -5.6211 0.8480 -1.1283
H -3.4955 -2.2307 1.1157
H -5.4756 -2.4617 0.0209
H 1.9295 1.6629 0.1597
N 0.6003 -1.8305 -1.3595
N 3.0124 0.0245 -0.5497
N 5.1987 -0.0508 -0.2264
N 0.1119 0.5535 -0.3250
O 0.9873 0.1757 1.7354
O 0.3542 4.2567 -0.2057
O -5.5577 -1.6878 -0.5375
O 1.9122 2.6069 0.0451
*
```

Results
Structure (SMILES) = N[C@@H](Cc1c[nH]cn1)C(=O)N[C@@H](Cc1ccc(O)cc1)C(=O)O
LUMO = 0.6 eV
Energy = -29997.5569 eV
ΔE to the lowest compared entry with this formula, charge and spin = 56.3 kcal/mol
F_max = 0.0582 hartree/bohr

***

No. 5
This record from the OMol25 dataset describes a single C15H18N4O5S molecule. The level of theory is the ωB97M-V functional and the def2-TZVPD basis.

```
! wB97M-V def2-TZVPD RIJCOSX def2/J DEFGRID3
* xyz 0 1
O -1.7694 -1.6380 3.0881
O -4.3329 -1.3009 -0.6557
O 2.3740 -1.1139 -3.2311
N 0.0709 -1.3300 -0.4796
O 2.3153 -3.0952 -2.0777
O -5.5718 0.7861 2.0211
S 2.4822 -1.7112 0.6869
C -1.2343 -1.3649 2.0066
C -4.3184 -0.4979 0.3191
C 2.6335 -1.7630 -2.2152
C 0.7038 -1.5606 0.6432
C -6.8332 1.3000 2.1304
C -7.4270 1.1536 0.8966
C -6.5128 0.4308 0.0408
C -5.5264 0.0742 0.8701
C -1.2156 -0.8692 -0.3861
C -1.9267 -0.8384 0.8029
N -1.7329 -0.4420 -1.4664
N 0.1115 -1.4390 1.8903
N -3.1454 -0.2277 1.0052
C 5.0833 3.1312 0.1269
C 2.9808 -0.8985 -0.9884
C 4.2651 1.9120 -0.4585
C 4.4316 -0.5290 -1.0798
C 4.8975 0.5523 -0.0458
H 2.0341 -3.3138 -2.9809
H -7.3400 1.7413 3.0949
H -8.4271 1.4792 0.7244
H -6.5032 0.1083 -0.9755
H -1.1486 -0.3009 -2.3034
H -2.7845 -0.4833 -1.5392
H 0.6197 -1.6959 2.7859
H -3.2482 0.1734 1.8867
H 4.9508 3.2667 1.1907
H 6.1812 3.0986 -0.0732
H 4.6298 4.0072 -0.4132
H 2.4250 0.0867 -1.1219
H 3.1265 1.8737 -0.1327
H 4.2685 1.9923 -1.4886
H 4.7615 -0.1801 -2.0679
H 4.9619 -1.5073 -0.9940
H 4.6467 0.2200 0.9348
H 6.0433 0.7132 0.0296
*
```

Results
Structure (SMILES) = CCCC[C@H](Sc1nc(N)c(NC(=O)c2ccco2)c(=O)[nH]1)C(=O)O
LUMO = 0.4 eV
Energy = -42879.1118 eV
ΔE to the lowest compared entry with this formula, charge and spin = 0.0 kcal/mol
F_max = 0.1156 hartree/bohr

***

No. 6
This record from the OMol25 dataset describes a molecular structure, C15H18N4S. The level of theory is the ωB97M-V functional and the def2-TZVPD basis.

```
! wB97M-V def2-TZVPD RIJCOSX def2/J DEFGRID3
* xyz 0 1
C -3.2722 -3.4526 -0.0867
C -2.9004 -2.4762 -0.9722
C -1.7599 -2.7705 -1.9364
C -0.4589 -2.0617 -1.5830
C -0.3122 -0.6720 -1.9179
C 0.8136 0.0404 -1.6450
C 0.8624 1.5312 -2.0226
C -0.4881 2.1370 -1.7053
N -1.3925 2.2372 -2.5877
C 1.9168 -0.6235 -1.0024
N 3.1021 -0.1012 -0.6679
S 3.9277 -1.3629 -0.0485
N 2.8617 -2.5425 -0.1535
C 1.7604 -2.0195 -0.7025
C 0.5611 -2.7229 -0.9780
H -2.5557 -3.8073 0.6551
H -4.2583 -3.9117 -0.1111
H -3.3638 -1.4913 -0.9614
H -2.0480 -2.3960 -2.9204
H -1.5578 -3.8365 -1.9502
H -1.1508 -0.2013 -2.4140
H 1.0924 1.6580 -3.0796
H 1.6280 2.0086 -1.4093
H -0.6671 2.4491 -0.6713
H -2.2109 2.6401 -2.1282
H 0.4428 -3.7705 -0.7299
C 0.0175 1.0805 3.4120
C 1.2557 1.5251 2.6423
C 1.5181 3.0311 2.7171
C 0.4756 3.7848 2.0367
N -0.3158 4.3757 1.4539
H -0.8906 1.5192 2.9948
H -0.0868 -0.0034 3.3647
H 0.0848 1.3669 4.4633
H 1.1658 1.2180 1.5975
H 2.1274 1.0099 3.0510
H 2.4731 3.2590 2.2399
H 1.6027 3.3517 3.7569
*
```

Results
LUMO = -0.5 eV
Energy = -32639.2200 eV
ΔE to the lowest compared entry with this formula, charge and spin = 89.8 kcal/mol
F_max = 0.0504 hartree/bohr

***

No. 7
This record from the OMol25 dataset describes a molecular structure, C15H18NPdS4. The level of theory is the ωB97M-V functional and the def2-TZVPD basis.

```
! wB97M-V def2-TZVPD RIJCOSX def2/J DEFGRID3
* xyz -1 1
Pd -0.0026 0.3085 -0.3877
C -0.0357 2.1642 2.6133
C 0.2780 3.3955 1.7584
S -0.3797 3.3002 0.0752
C 1.0828 3.5553 -0.9673
C 2.3460 2.7484 -0.6850
S 2.1627 0.9356 -0.8331
C 3.0267 0.4525 0.7005
C 2.3645 0.8744 2.0133
S 0.5698 0.5516 2.0443
H -1.1171 2.0226 2.6593
H 0.3146 2.3480 3.6335
H 1.3521 3.5739 1.7128
H -0.1573 4.2644 2.2573
H 1.3488 4.6159 -0.9667
H 0.7095 3.3062 -1.9623
H 2.7293 2.9718 0.3115
H 3.1107 3.0795 -1.3926
H 4.0579 0.8168 0.6791
H 3.0547 -0.6362 0.6363
H 2.5295 1.9357 2.2025
H 2.8350 0.3288 2.8330
S -3.9515 -1.7812 -1.9007
C -4.0533 -0.0728 -1.9290
C -2.9005 0.5059 -1.5025
C -1.8374 -0.3961 -1.1215
C -2.2866 -1.6885 -1.2910
C -1.5979 -2.9488 -1.0257
C -2.2430 -4.1921 -1.2056
C -1.5743 -5.3644 -0.9341
C -0.2589 -5.3104 -0.4855
C 0.3023 -4.0519 -0.3437
N -0.3247 -2.9121 -0.5986
H -4.9588 0.4144 -2.2622
H -2.7934 1.5837 -1.4539
H -3.2672 -4.2265 -1.5524
H -2.0744 -6.3171 -1.0698
H 0.3083 -6.2034 -0.2570
H 1.3308 -3.9526 -0.0023
*
```

Results
LUMO = 2.6 eV
Energy = -64157.6096 eV
ΔE to the lowest compared entry with this formula, charge and spin = 0.0 kcal/mol
F_max = 0.0019 hartree/bohr

***

No. 8
This record from the OMol25 dataset describes 2 unconnected molecules or ions with the total composition C15H18O. The level of theory is the ωB97M-V functional and the def2-TZVPD basis.

```
! wB97M-V def2-TZVPD RIJCOSX def2/J DEFGRID3
* xyz 0 1
C 0.7142 -0.2218 -2.8960
C 1.6249 -0.2756 -4.1221
C 1.5238 0.3026 -1.6997
C 1.2611 1.5790 -1.2033
C 2.4180 -0.5674 -1.0871
C 1.9711 1.8858 -0.0304
C 2.9667 -0.2614 0.1378
C 2.7904 1.0216 0.6672
H -0.0354 0.5212 -3.1052
H 0.3248 -1.1999 -2.6155
H 2.4871 -0.9286 -3.9794
H 0.4654 2.1791 -1.6033
H 2.6984 -1.5062 -1.5502
H 1.8100 2.9364 0.1823
H 3.6713 -0.9265 0.6082
H 3.1766 1.4507 1.5788
H 1.9166 0.7432 -4.4100
H 1.1731 -0.5959 -5.0677
C -4.2816 0.4623 0.0676
C -1.8176 0.1217 0.1412
C -3.0435 0.0196 0.8074
C -0.6375 -0.3006 0.7516
C -0.6953 -0.7999 2.0363
C -3.0404 -0.4151 2.1188
C -1.8805 -0.8278 2.7632
O 0.4060 -1.3424 2.6532
H -1.7833 0.3540 -0.9134
H 0.2910 -0.0827 0.2518
H -4.5308 -0.1087 -0.8307
H -4.1568 1.4487 -0.3246
H -3.9798 -0.4389 2.6517
H 1.2104 -1.0960 2.1920
H -1.9047 -1.2055 3.7755
H -5.1162 0.5487 0.7642
*
```

Results
Structure (SMILES) = Cc1ccc(O)cc1.CCc1ccccc1
LUMO = 0.8 eV
Energy = -17893.9920 eV
ΔE to the lowest compared entry with this formula, charge and spin = 15.7 kcal/mol
F_max = 0.0578 hartree/bohr

***

> What is the F_max in the fourth record?

0.0582 hartree/bohr

***

> What is the energy in the third record?

-27947.8426 eV